No. 1
Molecular formula: C42H48BClN4O4PZr
Method: DFT, ωB97M-V/def2-TZVPD

```
102
Properties=species:S:1:pos:R:3:mulliken_charge:R:1
Zr 0.24715 -0.54945 0.25984 -0.233
N -0.90160 0.42129 2.02233 -0.538
C -2.36675 0.65276 1.95944 0.158
C -3.02710 0.98477 3.13107 -0.517
C -4.39405 1.21002 3.09601 -0.723
C -5.09232 1.09650 1.89672 -0.882
C -4.42189 0.75704 0.73651 -0.159
C -3.03984 0.54060 0.75378 -0.278
P -2.19757 0.01143 -0.75534 1.890
C -2.39367 1.27528 -2.01528 1.069
C -2.77968 2.57126 -1.67596 -0.907
C -2.88195 3.53865 -2.66750 -0.812
C -2.60144 3.21859 -3.98744 -0.680
C -2.21465 1.92641 -4.32985 -1.128
C -2.10505 0.95643 -3.34775 -0.721
C -3.04776 -1.50505 -1.24598 0.737
C -2.99348 -2.58802 -0.36175 -0.491
C -3.66038 -3.76382 -0.65528 -0.814
C -4.39294 -3.86189 -1.83379 -0.699
C -4.46623 -2.78309 -2.70350 -0.819
C -3.79297 -1.60210 -2.41830 -0.399
H -0.73200 -0.24561 2.78578 0.432
H -0.47020 1.28555 2.35886 0.417
H -2.48521 1.06840 4.06595 0.514
H -4.91605 1.47080 4.00671 0.455
H -6.16005 1.26642 1.87254 0.481
H -4.97017 0.65028 -0.19221 0.528
H -3.00994 2.83204 -0.65115 0.439
H -3.19102 4.54180 -2.40668 0.477
H -2.69758 3.97312 -4.75672 0.458
H -2.01838 1.67449 -5.36358 0.496
H -1.85410 -0.05968 -3.63101 0.778
H -2.49068 -2.49753 0.59746 0.316
H -3.62733 -4.59386 0.03798 0.562
H -4.92199 -4.77665 -2.06515 0.439
H -5.05768 -2.85379 -3.60634 0.479
H -3.87320 -0.76657 -3.10131 0.570
C 1.33724 1.23112 -1.77828 -1.664
C 1.24010 -0.03813 -2.59355 -0.086
O 1.01978 -1.17097 -1.64732 -0.307
H 1.55891 2.06599 -2.44458 0.588
H 2.16693 1.17866 -1.06597 0.273
H 0.39057 1.51789 -1.29076 0.603
H 2.16725 -0.23078 -3.12866 0.523
H 0.40193 -0.02130 -3.28034 0.418
H 1.12700 -2.03462 -2.07756 0.111
C 7.88532 -0.02302 3.50331 -1.701
C 7.54199 -1.35468 2.81389 1.303
C 7.55342 -2.47159 3.86433 -1.840
C 8.63621 -1.65652 1.77263 -1.516
C 6.14458 -1.27433 2.11013 1.904
O 6.07445 -0.18156 1.20717 -0.613
C 5.79943 -2.60072 1.38222 -1.633
C 4.88166 -2.52952 0.15054 0.250
C 5.45649 -1.86190 -1.07607 -0.548
C 6.53330 -2.41253 -1.76292 -0.139
C 7.05439 -1.79755 -2.89388 -1.044
C 6.49659 -0.61250 -3.34753 0.190
Cl 7.13879 0.16664 -4.74738 -0.181
C 5.42782 -0.03853 -2.67590 -0.997
C 4.91920 -0.67226 -1.55209 0.540
C 5.08115 -0.93051 3.18248 -1.785
N 3.86312 -0.33130 2.59001 1.055
C 2.80553 -0.94269 2.12245 -1.074
N 2.00600 -0.04565 1.49837 0.633
C 2.69168 1.14908 1.68703 -0.771
N 3.80252 1.00305 2.33188 -0.886
H 8.94166 -0.01676 3.76767 0.495
H 7.33989 0.11875 4.43767 0.407
H 7.70019 0.84228 2.86590 0.326
H 8.54946 -2.54424 4.30205 0.513
H 7.31977 -3.44771 3.43691 0.324
H 6.86508 -2.27382 4.68946 0.370
H 9.61056 -1.42770 2.20107 0.518
H 8.55594 -1.06589 0.85477 0.312
H 8.65773 -2.70665 1.48321 0.401
H 6.92924 -0.05206 0.78034 0.647
H 5.37155 -3.30144 2.10481 0.633
H 6.72398 -3.06866 1.04815 0.448
H 3.93895 -2.02686 0.37777 -1.058
H 4.61603 -3.55957 -0.10534 0.809
H 6.97619 -3.34220 -1.42320 0.490
H 7.88915 -2.23386 -3.42510 0.478
H 5.03276 0.90870 -3.02143 0.485
H 4.12407 -0.19463 -0.98326 0.588
H 5.44606 -0.18684 3.88175 0.254
H 4.76497 -1.81887 3.72523 0.378
H 2.63229 -2.00193 2.22040 1.011
H 2.34884 2.10770 1.32892 0.534
O 0.33342 -3.74070 0.20233 -0.529
B 0.10394 -2.65835 1.01691 2.219
O -0.32919 -3.01256 2.27333 -0.493
C -0.41205 -4.40916 2.23067 0.603
C -0.81601 -5.27156 3.22693 -1.176
C -0.79748 -6.61951 2.89362 -0.592
C -0.39203 -7.06305 1.62883 -0.603
C 0.01421 -6.17972 0.63724 -1.098
C -0.01225 -4.84540 0.98301 0.774
H -1.12627 -4.92276 4.20170 0.558
H -1.10399 -7.34722 3.63219 0.454
H -0.39402 -8.12370 1.41899 0.464
H 0.33012 -6.51508 -0.34042 0.557
```

Properties
- Largest force on an atom: 0.0208 hartree/bohr
- Total charge: +3


No. 2
Molecular formula: C42H49BiN7OP2S
Method: DFT, ωB97M-V/def2-TZVPD

```
103
Properties=species:S:1:pos:R:3:mulliken_charge:R:1
Bi -0.20555 -0.28013 -0.47915 1.470
C -5.64906 -0.69896 3.74682 -1.747
C -4.25046 -0.62613 3.21569 0.458
C -3.90031 0.35273 2.29214 -1.381
C -2.61162 0.42454 1.80698 -0.253
C -1.61993 -0.46075 2.22400 0.757
N -0.31121 -0.31880 1.71212 0.127
C 0.58846 0.34230 2.50034 2.672
C 0.20710 1.08042 3.63335 -1.435
C 1.09972 1.88288 4.30228 -0.795
C 2.42270 2.00654 3.88139 0.445
C 3.35993 2.94871 4.56691 -1.795
C 2.83961 1.20581 2.83687 -0.750
C 1.95591 0.35283 2.17828 -0.352
N 2.48253 -0.53985 1.23705 0.042
C 3.67975 -1.13625 1.32925 -0.082
C 3.85091 -1.92737 0.20890 -1.599
C 2.68949 -1.76395 -0.52338 -0.492
N 1.86738 -0.93035 0.11831 0.837
C -1.97162 -1.47165 3.13532 0.079
C -3.28033 -1.53345 3.61237 -1.090
N -1.05941 -2.46483 3.52266 0.528
C -1.36385 -3.70880 3.98363 -0.084
C -0.18451 -4.39431 4.10944 -1.229
C 0.79842 -3.47625 3.70659 -0.253
N 0.25797 -2.33180 3.34717 -0.578
H -5.99409 0.28407 4.06651 0.390
H -6.32799 -1.04470 2.96580 0.315
H -5.72066 -1.38300 4.58903 0.380
H -4.63758 1.07056 1.96520 0.447
H -2.33546 1.20387 1.11194 0.657
H -0.82152 1.03328 3.95885 0.405
H 0.76428 2.46407 5.14826 0.442
H 2.81819 3.81147 4.94471 0.410
H 3.84137 2.45526 5.41005 0.306
H 4.13164 3.28897 3.88326 0.420
H 3.86654 1.25871 2.50776 0.573
H 4.32454 -0.98253 2.17053 0.602
H 4.69658 -2.53833 -0.02408 0.514
H 2.41597 -2.17968 -1.46824 0.530
H -3.56058 -2.29530 4.32276 0.352
H -2.36481 -4.03942 4.16303 0.410
H -0.04595 -5.40374 4.44029 0.458
H 1.85936 -3.61713 3.65391 0.461
C 0.00897 5.30864 -3.74331 -1.125
C 1.34325 4.59822 -3.55303 -0.699
N 1.21144 3.15203 -3.51310 0.259
C 1.22283 2.45813 -4.78290 -0.927
C 2.61842 2.03511 -5.22459 -1.002
C 1.07236 2.52544 -2.34846 0.187
S 1.34756 0.80987 -2.30043 -0.239
N 0.88000 3.25715 -1.27903 -0.178
C 0.21388 3.00520 -0.18193 -0.119
O -0.54938 1.99975 0.00617 -0.808
C 0.24724 4.08544 0.81913 0.665
C 0.85817 5.30210 0.51278 -0.267
C 0.82694 6.34241 1.41805 -0.805
C 0.18966 6.18134 2.63911 -0.556
C -0.41209 4.97315 2.95306 -0.801
C -0.38966 3.92940 2.04774 -0.143
H 0.16959 6.38189 -3.72844 0.393
H -0.67628 5.04825 -2.94179 0.248
H -0.44825 5.04110 -4.69243 0.378
H 1.80123 4.91292 -2.61389 0.365
H 2.02277 4.83622 -4.37466 0.413
H 0.78499 3.13630 -5.51770 0.437
H 0.58503 1.57447 -4.70231 0.402
H 3.30058 2.87951 -5.21333 0.407
H 2.57231 1.63653 -6.23333 0.367
H 3.00093 1.26956 -4.55732 0.184
H 1.32546 5.43203 -0.44969 0.415
H 1.28694 7.28767 1.17066 0.445
H 0.14747 7.00266 3.33917 0.423
H -0.91527 4.85279 3.90095 0.489
H -0.87756 2.99374 2.27104 0.449
C 0.88455 -1.45610 -4.82837 -1.672
P 0.55994 -2.19658 -3.17476 1.426
C 1.65361 -3.67779 -3.38004 -1.454
C -1.03196 -3.05164 -3.43147 0.268
C -1.72150 -3.15299 -4.63098 -0.601
C -2.87338 -3.91882 -4.70320 -0.714
C -3.32684 -4.59583 -3.58339 -0.860
C -2.64859 -4.49217 -2.38236 -0.679
C -1.51430 -3.69763 -2.29036 -0.223
P -0.61045 -3.36438 -0.72948 1.155
C -0.11787 -5.06099 -0.17734 -1.487
C -2.06068 -3.19387 0.40046 -0.750
H 0.14618 -0.68176 -5.02880 0.421
H 0.87430 -2.20882 -5.61642 0.520
H 1.87028 -0.99217 -4.78603 0.354
H 1.30859 -4.29577 -4.21003 0.400
H 1.66067 -4.27001 -2.46626 0.299
H 2.66467 -3.32383 -3.58635 0.468
H -1.36380 -2.64464 -5.51285 0.399
H -3.41718 -3.99824 -5.63316 0.409
H -4.22403 -5.19467 -3.63399 0.416
H -3.01494 -5.04059 -1.52620 0.392
H -0.94018 -5.76492 -0.29498 0.416
H 0.15553 -4.99092 0.87482 0.325
H 0.74683 -5.41714 -0.73078 0.367
H -2.76005 -4.01629 0.27131 0.604
H -2.58063 -2.25174 0.23062 0.266
H -1.69019 -3.21835 1.41934 -0.294
```

Properties
- Largest force on an atom: 0.0340 hartree/bohr
- Total charge: +1


Number 1: HOMO-LUMO gap 4.59 eV. Number 2: HOMO-LUMO gap 7.23 eV.